Entry 1:
This record from OMol25 describes a structure of composition C30H29BrCl3FeN5O5S. The level of theory is the ωB97M-V functional and the def2-TZVPD basis.

```
! wB97M-V def2-TZVPD RIJCOSX def2/J DEFGRID3
* xyz 0 1
Fe -0.229 0.414 -0.442
C -1.485 0.552 3.708
C -0.550 0.731 2.538
O -0.990 0.377 1.430
C 0.770 1.275 2.742
C 1.239 1.515 4.058
C 2.480 2.026 4.306
C 3.316 2.338 3.212
C 2.903 2.141 1.927
C 1.610 1.604 1.624
O 1.281 1.456 0.403
H -2.429 0.157 3.343
H -1.659 1.500 4.216
H -1.065 -0.143 4.436
H 0.596 1.278 4.895
H 2.819 2.193 5.319
H 4.304 2.745 3.398
H 3.535 2.385 1.082
Cl 4.404 -0.575 -6.455
C 3.201 -0.274 -5.231
C 3.562 -0.233 -3.902
C 2.602 0.002 -2.928
Cl 3.171 0.083 -1.286
C 1.232 0.197 -3.205
O 0.287 0.385 -2.357
C 0.947 0.160 -4.604
Cl -0.699 0.415 -5.114
C 1.880 -0.068 -5.591
H 4.592 -0.373 -3.608
H 1.577 -0.088 -6.628
O -4.645 -3.197 3.657
C -5.302 -3.321 2.413
N -4.559 -2.467 1.521
C -5.014 -2.205 0.275
O -6.072 -2.662 -0.127
C -4.171 -1.310 -0.581
C -4.738 -0.764 -1.727
C -3.972 0.066 -2.522
C -2.664 0.332 -2.152
N -2.117 -0.190 -1.055
C -2.851 -1.003 -0.297
H -5.049 -3.804 4.283
H -6.340 -2.982 2.459
H -5.288 -4.354 2.051
H -3.697 -2.088 1.873
H -5.764 -1.009 -1.967
H -4.372 0.506 -3.425
H -2.013 0.959 -2.743
H -2.326 -1.420 0.552
Br -0.391 7.085 -0.307
C -0.587 5.219 -0.506
C -1.334 4.503 0.413
C -1.431 3.136 0.232
N -0.847 2.487 -0.776
C -0.144 3.196 -1.658
C 0.012 4.569 -1.568
H -1.819 4.989 1.246
H -2.002 2.528 0.922
H 0.314 2.629 -2.456
H 0.596 5.106 -2.301
C 2.769 -3.765 -1.411
N 2.827 -2.988 -0.197
C 4.101 -2.728 0.463
C 3.709 -1.787 1.615
N 2.291 -1.564 1.368
C 1.854 -2.196 0.273
S 0.311 -2.039 -0.404
H 3.058 -4.798 -1.213
H 3.443 -3.341 -2.160
H 1.754 -3.738 -1.797
H 4.786 -2.254 -0.245
H 4.553 -3.656 0.815
H 4.262 -0.848 1.595
H 3.856 -2.256 2.588
H 1.810 -0.748 1.698
*
```

Results
F_max = 0.0151 Eh/bohr
calculated total energy = -202103.8092 eV
ΔE to the lowest compared entry with this formula, charge and spin = 70.8 kJ/mol
frontier orbital gap (spin up / spin down) = 0.267 / 0.266 Eh

Löwdin charges in e: Fe 0.397; C 0.003; C -0.353; O -0.070; C -0.111; C -0.048; C -0.101; C -0.080; C -0.015; C -0.367; O -0.157; H 0.081; H 0.094; H 0.092; H 0.102; H 0.096; H 0.105; H 0.110; Cl 0.635; C -0.691; C -0.157; C -0.532; Cl 0.820; C -0.462; O -0.232; C -0.560; Cl 0.701; C -0.152; H 0.098; H 0.101; O -0.036; C -0.244; N 0.094; C -0.443; O 0.070; C -0.093; C 0.014; C -0.019; C -0.102; N 0.005; C -0.081; H 0.091; H 0.130; H 0.133; H 0.127; H 0.124; H 0.112; H 0.068; H 0.083; Br 0.767; C -0.683; C -0.089; C -0.096; N 0.036; C -0.078; C -0.079; H 0.105; H 0.117; H 0.117; H 0.109; C -0.046; N -0.167; C -0.125; C -0.125; N 0.043; C -0.784; S 0.801; H 0.091; H 0.094; H 0.053; H 0.108; H 0.122; H 0.111; H 0.116; H 0.098

=====

Entry 2:
This record from OMol25 describes a structure of composition C36H48BaF2N2Si3 in a non-equilibrium geometry. The level of theory is the ωB97M-V functional and the def2-TZVPD basis.

```
! wB97M-V def2-TZVPD RIJCOSX def2/J DEFGRID3
* xyz -2 1
Ba 1.377 -1.257 0.510
C -0.284 1.254 3.769
Si 0.391 -0.549 3.587
C -0.823 -1.480 4.777
C 1.986 -0.382 4.703
C 1.789 -0.049 6.056
C 2.837 0.116 6.954
C 4.145 -0.051 6.507
C 4.365 -0.370 5.173
C 3.320 -0.540 4.246
Si 3.841 -0.952 2.414
C 5.048 -2.430 2.718
C 5.066 0.500 2.073
H -0.313 1.601 4.815
H -1.303 1.339 3.355
H 0.355 1.950 3.205
H -0.862 -1.085 5.804
H -0.559 -2.544 4.837
H -1.842 -1.420 4.363
H 0.774 0.095 6.426
H 2.637 0.375 7.990
H 4.982 0.072 7.188
H 5.395 -0.490 4.837
H 5.860 -2.228 3.435
H 5.506 -2.741 1.768
H 4.473 -3.287 3.095
H 5.860 0.616 2.829
H 4.498 1.440 2.035
H 5.548 0.371 1.094
C 1.267 1.798 -0.398
Si 0.095 2.379 -1.593
C 0.190 1.338 -3.197
N 0.023 -0.104 -2.977
C -1.365 -0.567 -2.791
C -1.880 -1.398 -3.976
C -1.366 -0.799 -5.287
C 0.175 -0.880 -5.345
C 0.755 -0.937 -3.921
C -1.676 2.322 -0.910
C -2.778 2.817 -1.618
C -4.065 2.748 -1.097
C -4.277 2.185 0.160
C -3.197 1.695 0.886
C -1.912 1.762 0.354
C 0.238 4.178 -2.270
C -0.417 5.255 -1.659
C -0.159 6.575 -2.021
C 0.778 6.859 -3.007
C 1.448 5.811 -3.627
C 1.180 4.497 -3.256
H 1.207 2.298 0.580
H 2.304 1.855 -0.758
H 1.217 1.478 -3.565
H -0.475 1.725 -3.995
H -2.011 0.301 -2.666
H -1.449 -1.155 -1.870
H -2.973 -1.418 -3.955
H -1.533 -2.432 -3.893
H -1.685 0.247 -5.334
H -1.813 -1.307 -6.144
H 0.572 -0.014 -5.884
H 0.492 -1.778 -5.889
H 1.804 -0.634 -3.927
H 0.737 -1.961 -3.559
H -2.622 3.266 -2.598
H -4.905 3.132 -1.667
H -5.278 2.130 0.570
H -3.355 1.257 1.867
H -1.066 1.375 0.923
H -1.148 5.054 -0.881
H -0.685 7.385 -1.528
H 0.994 7.885 -3.280
H 2.185 6.020 -4.393
H 1.724 3.692 -3.749
C -5.080 -5.182 -0.328
C -3.819 -4.374 -0.166
C -3.647 -3.511 0.906
C -2.468 -2.787 1.016
N -1.484 -2.871 0.125
C -1.642 -3.699 -0.906
C -2.785 -4.465 -1.085
H -5.596 -5.297 0.626
H -4.859 -6.174 -0.725
H -5.766 -4.692 -1.024
H -4.426 -3.402 1.653
H -2.290 -2.119 1.855
H -0.805 -3.758 -1.601
H -2.865 -5.133 -1.937
F 1.446 -3.917 -2.574
C 2.048 -3.665 -1.267
F 1.580 -4.818 -0.522
H 3.094 -3.945 -1.464
*
```

Results
F_max = 0.0309 Eh/bohr
calculated total energy = -70852.0994 eV
ΔE to the lowest compared entry with this formula, charge and spin = 17.6 kJ/mol
frontier orbital gap = 0.170 Eh

Löwdin charges in e: Ba 1.144; C -0.295; Si 0.425; C -0.317; C -0.330; C -0.147; C -0.134; C -0.134; C -0.145; C -0.332; Si 0.389; C -0.311; C -0.306; H 0.004; H -0.016; H 0.006; H -0.009; H -0.002; H -0.014; H 0.069; H 0.078; H 0.078; H 0.073; H -0.004; H -0.006; H 0.001; H -0.002; H 0.004; H -0.005; C -0.363; Si 0.506; C -0.248; N -0.203; C -0.175; C -0.186; C -0.201; C -0.177; C -0.205; C -0.251; C -0.126; C -0.113; C -0.116; C -0.092; C -0.082; C -0.224; C -0.103; C -0.112; C -0.130; C -0.117; C -0.106; H -0.052; H -0.055; H 0.076; H 0.081; H 0.102; H 0.089; H 0.104; H 0.102; H 0.097; H 0.093; H 0.094; H 0.100; H 0.117; H 0.091; H 0.102; H 0.086; H 0.085; H 0.092; H 0.067; H 0.096; H 0.088; H 0.084; H 0.087; H 0.089; C -0.059; C -0.285; C -0.033; C -0.125; N 0.030; C -0.134; C -0.027; H 0.070; H 0.073; H 0.080; H 0.106; H 0.093; H 0.095; H 0.110; F -0.237; C -0.384; F -0.227; H 0.004

=====

Entry 3:
This record from OMol25 describes a cluster of 2 separate species, C4H10NO in total. The level of theory is the ωB97M-V functional and the def2-TZVPD basis.

```
! wB97M-V def2-TZVPD RIJCOSX def2/J DEFGRID3
* xyz -1 1
C 3.514 -0.427 -0.859
C 2.197 -0.169 -0.720
N 1.587 0.978 -0.346
H 4.285 0.311 -0.643
H 3.835 -1.383 -1.241
H 1.480 -0.957 -0.928
H 2.197 1.642 0.107
H 0.594 0.848 0.036
C -2.087 0.524 0.359
O -0.751 0.302 0.409
C -2.879 -0.721 0.788
H -2.434 0.795 -0.669
H -2.394 1.366 1.031
H -3.956 -0.609 0.639
H -2.669 -0.941 1.836
H -2.519 -1.559 0.202
*
```

Results
F_max = 0.0080 Eh/bohr
calculated total energy = -7847.2537 eV
ΔE to the lowest compared entry with this formula, charge and spin = 27.3 kJ/mol
frontier orbital gap = 0.279 Eh

Löwdin charges in e: C -0.101; C -0.359; N 0.021; H 0.010; H -0.004; H 0.096; H 0.069; H 0.005; C -0.543; O -0.337; C -0.151; H 0.078; H 0.076; H 0.043; H 0.049; H 0.048

=====

Entry 4:
This record from OMol25 describes a structure of composition C44H64N7O4SeTi in a non-equilibrium geometry. The level of theory is the ωB97M-V functional and the def2-TZVPD basis.

```
! wB97M-V def2-TZVPD RIJCOSX def2/J DEFGRID3
* xyz -1 1
Ti -1.771 0.427 -0.267
C 5.143 -2.701 0.321
C 4.396 -3.177 -0.935
C 4.417 -4.707 -0.950
C 5.133 -2.678 -2.187
C 2.978 -2.610 -0.924
C 2.783 -1.234 -0.888
C 1.510 -0.712 -0.896
Se 1.161 1.187 -0.747
C 1.336 1.202 1.177
C 2.581 1.238 1.767
C 2.705 1.215 3.152
C 1.528 1.190 3.887
C 0.249 1.156 3.333
C 0.134 1.123 1.922
O -1.006 1.025 1.278
C -0.931 1.128 4.324
C -0.840 -0.160 5.158
C -2.326 1.157 3.689
C -0.832 2.355 5.246
C 4.090 1.217 3.795
C 4.855 2.476 3.360
C 4.863 -0.028 3.334
C 4.032 1.201 5.324
C 0.343 -1.514 -0.969
O -0.822 -0.901 -1.084
C 0.531 -2.920 -0.976
C 1.841 -3.403 -0.950
C -0.573 -3.993 -1.010
C -0.386 -4.855 -2.270
C -2.007 -3.466 -1.031
C -0.440 -4.869 0.246
H 6.147 -3.133 0.359
H 5.240 -1.615 0.332
H 4.598 -2.998 1.218
H 5.452 -5.057 -0.946
H 3.918 -5.117 -0.070
H 3.931 -5.101 -1.844
H 6.142 -3.098 -2.229
H 4.593 -2.978 -3.088
H 5.213 -1.590 -2.190
H 3.623 -0.550 -0.853
H 3.453 1.274 1.125
H 1.594 1.191 4.967
H -0.909 -1.025 4.497
H 0.102 -0.222 5.707
H -1.664 -0.206 5.874
H -2.497 0.302 3.041
H -3.077 1.139 4.483
H -2.469 2.065 3.102
H 0.084 2.353 5.840
H -0.848 3.270 4.650
H -1.684 2.378 5.930
H 5.000 2.497 2.280
H 4.301 3.373 3.646
H 5.838 2.508 3.838
H 4.978 -0.043 2.250
H 5.859 -0.047 3.785
H 4.330 -0.936 3.625
H 3.508 2.077 5.710
H 3.533 0.302 5.691
H 5.049 1.213 5.723
H 1.968 -4.478 -0.961
H -0.463 -4.230 -3.162
H 0.585 -5.354 -2.287
H -1.165 -5.620 -2.319
H -2.220 -2.903 -1.939
H -2.693 -4.319 -0.993
H -2.219 -2.813 -0.188
H 0.538 -5.351 0.312
H -0.580 -4.254 1.137
H -1.205 -5.649 0.244
C -1.108 5.978 -0.671
C -0.942 4.494 -0.483
N 0.141 3.970 -0.076
O 1.142 4.893 0.155
C -2.086 3.613 -0.774
C -3.443 4.214 -1.001
N -1.922 2.342 -0.899
O -2.986 1.571 -1.126
H -0.130 6.445 -0.747
H -1.631 6.413 0.182
H -1.680 6.191 -1.573
H 1.864 4.323 0.446
H -3.641 5.020 -0.296
H -4.187 3.429 -0.876
H -3.533 4.609 -2.017
N -3.060 -0.586 0.386
C -4.326 -0.631 0.825
C -4.970 0.504 1.395
C -6.258 0.440 1.886
C -6.993 -0.742 1.826
C -6.398 -1.862 1.254
C -5.103 -1.821 0.776
H -4.400 1.425 1.436
H -6.709 1.318 2.339
H -8.006 -0.786 2.205
H -6.964 -2.786 1.194
H -4.648 -2.702 0.340
C -2.401 0.109 -3.842
N -2.515 0.068 -5.309
C -1.304 -0.561 -5.839
N -0.087 0.159 -5.455
C -0.035 0.202 -3.986
N -1.213 0.851 -3.412
C -1.297 2.207 -3.947
N -1.380 2.220 -5.416
C -2.564 1.444 -5.799
C -0.196 1.535 -5.940
H -2.334 -0.912 -3.460
H -3.289 0.582 -3.423
H -1.369 -0.590 -6.931
H -1.242 -1.582 -5.457
H 0.860 0.752 -3.685
H 0.033 -0.819 -3.606
H -0.413 2.768 -3.631
H -2.192 2.691 -3.553
H -2.638 1.429 -6.891
H -3.450 1.932 -5.388
H 0.694 2.087 -5.629
H -0.248 1.525 -7.033
*
```

Results
F_max = 0.0500 Eh/bohr
calculated total energy = -153751.7701 eV
ΔE to the lowest compared entry with this formula, charge and spin = 89.3 kJ/mol
frontier orbital gap = 0.222 Eh

Here are the Löwdin charges for atoms 1 to 99, given in e: Ti 0.882; C -0.052; C -0.557; C -0.071; C -0.051; C -0.178; C -0.068; C -0.377; Se 1.138; C -0.381; C -0.078; C -0.180; C 0.007; C -0.073; C -0.308; O -0.232; C -0.527; C -0.046; C -0.060; C -0.055; C -0.558; C -0.053; C -0.050; C -0.071; C -0.320; O -0.266; C -0.071; C 0.006; C -0.529; C -0.051; C -0.063; C -0.047; H 0.081; H 0.064; H 0.091; H 0.079; H 0.085; H 0.084; H 0.079; H 0.089; H 0.076; H 0.100; H 0.097; H 0.088; H 0.093; H 0.071; H 0.081; H 0.075; H 0.086; H 0.086; H 0.069; H 0.088; H 0.079; H 0.074; H 0.087; H 0.078; H 0.064; H 0.081; H 0.091; H 0.084; H 0.085; H 0.079; H 0.086; H 0.084; H 0.070; H 0.081; H 0.078; H 0.084; H 0.057; H 0.070; H 0.094; H 0.081; C -0.020; C -0.275; N 0.030; O -0.046; C -0.261; C -0.018; N -0.109; O -0.233; H 0.070; H 0.091; H 0.080; H 0.090; H 0.080; H 0.078; H 0.086; N -0.087; C -0.392; C -0.060; C -0.129; C -0.151; C -0.136; C -0.051; H 0.091; H 0.088; H 0.077; H 0.087; H 0.086

=====

Entry 5:
This record from OMol25 describes the molecule C5H5N in a non-equilibrium geometry. The level of theory is the ωB97M-V functional and the def2-TZVPD basis.

```
! wB97M-V def2-TZVPD RIJCOSX def2/J DEFGRID3
* xyz 0 1
C -1.356 1.098 -1.571
C -0.543 0.781 -0.743
C 0.086 0.234 0.476
C 1.412 -0.533 0.335
C -0.947 -0.695 0.975
N -1.773 -1.457 1.245
H -2.133 1.335 -2.264
H 0.221 1.049 1.198
H 2.239 0.128 0.062
H 1.642 -0.996 1.300
H 1.321 -1.325 -0.411
*
```

Results
F_max = 0.0216 Eh/bohr
calculated total energy = -6753.5602 eV
ΔE to the lowest compared entry with this formula, charge and spin = 226.5 kJ/mol
frontier orbital gap = 0.419 Eh

Löwdin charges in e: C 0.135; C -0.108; C -0.364; C -0.058; C -0.210; N 0.163; H 0.037; H 0.147; H 0.083; H 0.086; H 0.090

=====

Entry 6:
This record from OMol25 describes a structure of composition C38H36BBrN2O5PdS. The level of theory is the ωB97M-V functional and the def2-TZVPD basis.

```
! wB97M-V def2-TZVPD RIJCOSX def2/J DEFGRID3
* xyz 0 1
Pd -0.943 -0.325 -0.679
O -0.227 0.525 -3.236
C -1.196 0.885 -4.130
C -0.903 1.711 -5.206
C -1.898 2.075 -6.102
C -3.190 1.614 -5.916
C -3.463 0.786 -4.834
C -2.489 0.401 -3.922
C -2.914 -0.461 -2.728
O -2.821 0.165 -1.548
N -2.187 -1.782 -2.727
N -1.289 -2.058 -1.721
C -1.280 -3.297 -1.351
C -0.265 -4.061 -0.656
Br 1.424 -3.298 -0.259
C -0.415 -5.349 -0.298
C -1.431 -6.333 -0.709
C -1.693 -7.389 0.166
C -2.610 -8.377 -0.155
C -3.271 -8.341 -1.373
C -2.990 -7.321 -2.272
C -2.078 -6.330 -1.948
H 0.629 0.866 -3.520
H 0.115 2.065 -5.341
H -1.656 2.715 -6.941
H -3.978 1.889 -6.605
H -4.475 0.426 -4.680
H -3.951 -0.771 -2.969
H -2.796 -2.571 -2.912
H -2.140 -3.891 -1.646
H 0.338 -5.740 0.377
H -1.173 -7.425 1.116
H -2.802 -9.179 0.546
H -3.984 -9.113 -1.630
H -3.470 -7.306 -3.242
H -1.827 -5.584 -2.689
C 4.605 1.102 5.733
C 4.262 -0.307 5.235
C 3.300 -0.949 6.235
C 5.543 -1.155 5.188
C 3.658 -0.218 3.831
C 4.440 0.281 2.786
C 3.969 0.390 1.479
C 2.677 -0.020 1.245
O 1.964 -0.015 0.074
B 0.694 -0.546 0.400
O 0.653 -0.840 1.777
C 1.890 -0.514 2.268
C 2.347 -0.624 3.562
H 5.075 1.053 6.719
H 3.704 1.713 5.814
H 5.294 1.608 5.055
H 3.777 -1.001 7.215
H 3.031 -1.965 5.939
H 2.383 -0.368 6.343
H 5.896 -1.362 6.200
H 6.344 -0.644 4.653
H 5.360 -2.107 4.687
H 5.454 0.600 2.990
H 4.591 0.780 0.684
H 1.690 -1.008 4.329
O -0.807 1.601 0.117
S -1.390 2.569 -0.921
C 0.009 3.633 -1.289
C 1.223 3.389 -0.672
C 2.307 4.198 -0.991
C 2.169 5.223 -1.914
C 0.948 5.438 -2.542
C -0.138 4.634 -2.239
C -2.332 3.714 0.079
C -3.217 4.568 -0.559
C -3.935 5.480 0.199
C -3.776 5.511 1.578
C -2.907 4.627 2.203
C -2.175 3.716 1.454
H 1.315 2.571 0.031
H 3.262 4.020 -0.514
H 3.016 5.853 -2.153
H 0.844 6.228 -3.275
H -1.085 4.782 -2.744
H -3.362 4.511 -1.631
H -4.629 6.154 -0.285
H -4.341 6.220 2.169
H -2.798 4.642 3.279
H -1.501 3.010 1.920
*
```

Results
F_max = 0.0101 Eh/bohr
calculated total energy = -138241.3596 eV
ΔE to the lowest compared entry with this formula, charge and spin = 26.2 kJ/mol
frontier orbital gap (spin up / spin down) = 0.267 / 0.267 Eh

Löwdin charges in e: Pd 0.927; O 0.017; C -0.277; C -0.031; C -0.098; C -0.099; C -0.040; C -0.099; C -0.468; O -0.300; N 0.028; N -0.078; C -0.157; C -0.594; Br 0.938; C -0.106; C -0.214; C -0.040; C -0.080; C -0.087; C -0.078; C -0.049; H 0.113; H 0.113; H 0.100; H 0.097; H 0.109; H 0.128; H 0.118; H 0.108; H 0.095; H 0.114; H 0.104; H 0.102; H 0.105; H 0.108; C -0.050; C -0.563; C -0.073; C -0.052; C -0.174; C -0.041; C 0.018; C -0.229; O 0.089; B -0.721; O 0.104; C -0.207; C 0.069; H 0.084; H 0.089; H 0.076; H 0.083; H 0.088; H 0.084; H 0.082; H 0.075; H 0.091; H 0.105; H 0.118; H 0.117; O -0.575; S 1.101; C -0.348; C -0.047; C -0.062; C -0.080; C -0.077; C -0.080; C -0.353; C -0.080; C -0.074; C -0.078; C -0.065; C -0.051; H 0.104; H 0.108; H 0.104; H 0.106; H 0.109; H 0.112; H 0.106; H 0.104; H 0.108; H 0.115